# 1
# C5H14NO2

A cluster of 2 separate species, C5H14NO2 in total in a non-equilibrium geometry (wB97M-V/def2-TZVPD, the Open Molecules 2025 dataset).

Values from the calculation:
LUMO level   0.134 hartree
E   -404.1211 Ha
Charge   -1
HOMO-LUMO gap   7.26 eV
ΔE to the lowest compared entry with this formula, charge and spin   87.9 kJ/mol
Multiplicity   1
Highest occupied orbital energy   -0.13250 Eh

```
22
Properties=species:S:1:pos:R:3:forces:R:3
H 1.167989 -2.287142 -1.714968 -0.1 0.0 0.7
H -2.088566 0.367505 1.877832 -0.5 -0.2 1.3
O -0.752207 0.420717 1.948807 -0.5 0.3 -0.3
N 1.467434 -0.206127 -2.078565 -0.5 -0.8 0.8
H 1.201159 0.452327 -2.799123 -0.2 0.1 0.1
H -2.970699 -0.857938 1.923979 -0.6 0.5 0.3
H 2.468505 -1.320013 0.014885 0.1 0.0 -0.2
H 0.675381 1.706762 1.329052 -0.4 0.1 -0.5
H -0.989232 2.255555 0.982301 0.0 -0.2 0.0
H 1.031502 -1.804382 -3.315563 0.0 0.0 -0.4
H 0.764260 -1.501092 0.496739 -0.5 -0.3 0.0
H -0.813640 1.384663 -1.113583 0.7 0.2 -0.5
C 1.555506 -0.803448 0.307633 0.8 1.6 0.2
C -0.278961 0.716018 -0.430217 -0.1 0.7 1.2
H -0.340219 -1.476696 -2.327902 0.3 0.2 0.6
C -0.350331 1.342811 1.026527 0.5 -0.3 0.0
H 1.768479 -0.299880 1.256682 -0.2 -0.3 0.0
C 1.175080 0.324886 -0.705663 -0.2 -1.2 -0.8
H -0.937918 -0.149415 -0.359420 0.2 -0.3 0.0
H 1.846287 1.182368 -0.572447 -0.2 -0.1 0.1
C 0.764536 -1.483036 -2.309690 0.3 0.4 -1.6
O -3.176634 0.072918 2.143649 1.0 -0.6 -1.0
```
Positions in Å, forces in eV/Å.

# 2
# C18H20FN3O5S2

An isolated molecule of C18H20FN3O5S2 in a non-equilibrium geometry (wB97M-V/def2-TZVPD, the Open Molecules 2025 dataset).

Values from the calculation:
LUMO level   -0.009 hartree
E   -2134.6012 Ha
HOMO-LUMO gap   9.33 eV
Multiplicity   1
Highest occupied orbital energy   -0.35166 Eh
SMILES   O=C(NNS(=O)(=O)c1ccc(F)cc1)c1ccc(S(=O)(=O)N2CCCCC2)cc1

```
49
Properties=species:S:1:pos:R:3:forces:R:3
O 2.590090 1.692826 0.479973 0.0 -0.1 -0.3
C 1.097981 2.805996 2.758061 -0.4 0.7 -0.3
F 2.304364 -0.616493 4.579334 0.0 0.1 0.0
H -2.762973 -6.958292 -1.934137 0.0 0.0 0.1
H -3.430671 -5.960188 -0.636855 -0.1 -0.1 0.0
O -2.239028 -1.977513 -3.965819 -0.2 0.1 0.1
C 0.302434 1.681296 2.663373 -0.1 0.0 0.1
C 2.285026 2.807784 3.464091 0.0 -0.1 0.1
H -2.256899 -0.161680 -1.834056 -0.2 0.1 0.1
H 1.439254 -2.157926 -2.418090 0.1 -0.1 0.0
H -0.623320 1.736935 2.113183 -0.1 -0.1 0.0
H -2.067852 -3.884306 0.176492 0.1 0.1 0.0
H -4.536169 -5.402687 -2.792500 0.0 0.0 -0.1
C -1.187632 -0.165589 -1.697250 -0.1 0.1 0.0
O -0.390257 -3.526051 -3.463477 0.1 0.1 0.2
C 1.903972 0.516765 3.980815 -0.1 0.1 -0.1
C 2.698310 1.647119 4.091888 0.0 -0.1 0.0
C 0.707033 0.512697 3.283337 0.2 0.0 0.1
H 3.619668 1.602410 4.649865 0.1 0.0 0.1
C -3.527391 -5.043523 -2.583554 -0.1 0.0 0.3
N 1.130506 3.162037 -0.393884 -0.3 0.3 -0.1
H -4.208268 -3.557005 -1.157419 0.1 0.0 0.0
H 0.119696 -0.389743 3.227767 0.0 -0.1 0.0
H -0.836851 -5.417678 -2.159184 0.0 -0.1 0.1
C -1.546417 -3.937833 -0.785799 0.5 -0.4 0.2
N -2.274104 -3.104040 -1.720650 0.5 0.5 -0.8
H -3.996152 -2.937166 -2.815075 -0.2 -0.1 0.1
O -0.719137 4.145005 1.403172 0.0 -0.2 0.0
C -2.837702 -5.937725 -1.555491 0.2 0.0 -0.2
C -3.589888 -3.610260 -2.059880 -0.5 -0.1 -0.6
H 2.554944 4.119174 0.600635 0.1 0.0 0.0
S 0.635817 4.277725 1.850935 0.1 -0.2 0.0
H -0.553307 -3.498621 -0.669558 0.0 -0.1 0.2
H 2.638307 -0.292567 -1.234616 0.1 0.0 0.0
H 0.234242 3.345487 -0.821326 0.2 -0.1 -0.1
C 1.597539 1.898718 -0.194331 0.4 -0.1 0.1
N 1.562217 4.214105 0.410928 -0.5 0.1 0.5
C 1.569394 -0.269368 -1.381325 -0.1 0.2 0.1
H -0.954076 -5.986314 -0.483529 0.1 0.0 0.0
H -2.956253 -5.047284 -3.514236 -0.1 0.0 -0.1
C 0.911774 -1.302258 -2.026373 0.0 -0.1 -0.1
C 0.853182 0.828967 -0.912478 -0.1 -0.4 -0.1
H 2.863927 3.715808 3.518312 0.2 0.1 0.1
C -0.532887 0.874777 -1.062490 0.1 -0.1 -0.1
S -1.350168 -2.559946 -3.005671 0.0 0.4 0.5
C -0.459639 -1.237338 -2.179065 -0.1 -0.4 -0.2
C -1.444675 -5.389565 -1.254139 -0.1 0.0 0.2
O 1.046908 5.446698 2.557244 0.4 -0.1 0.0
H -1.103798 1.700509 -0.663026 -0.1 0.1 0.0
```
Positions in Å, forces in eV/Å.

# 3
# C28H32ClKN6O5S7

A structure of composition C28H32ClKN6O5S7 in a non-equilibrium geometry (wB97M-V/def2-TZVPD, the Open Molecules 2025 dataset).

Values from the calculation:
LUMO level   0.124 hartree
E   -5638.1884 Ha
Charge   -2
HOMO-LUMO gap   5.24 eV
ΔE to the lowest compared entry with this formula, charge and spin   96.2 kJ/mol
Multiplicity   1
Highest occupied orbital energy   -0.06874 Eh

```
80
Properties=species:S:1:pos:R:3:forces:R:3
H 1.356492 2.397776 2.506934 0.0 -0.2 -0.1
O -2.942693 4.245671 0.200266 0.7 -0.2 0.2
C -0.021878 -7.285540 1.142149 0.7 0.9 -0.5
C 2.648440 -6.972094 1.715390 -0.2 1.4 -0.9
S 1.743589 1.268330 -5.004745 -0.5 0.2 0.6
N -1.309849 -2.521087 1.001173 -0.5 -0.3 -0.8
C -2.615926 -1.559672 3.506115 -0.5 0.3 0.6
C 3.397451 1.835151 -0.650133 -0.7 0.3 -0.2
C -0.783041 -1.726549 1.844757 0.4 -0.2 -0.2
H -5.811428 0.109964 -2.313275 -0.1 0.4 0.3
C 3.897908 5.463631 0.325325 1.6 0.2 1.4
H -0.092950 3.717823 1.157401 -0.8 -0.2 0.3
S 0.748763 -4.474594 -1.778506 -0.2 -0.4 0.0
O -5.181377 4.866477 0.162161 -0.7 -0.2 0.3
C 2.158670 -6.479182 0.503681 -0.5 -0.1 -0.4
C 0.703756 -1.627401 2.091617 -0.7 0.1 0.4
H -3.894140 1.200464 5.061435 -0.5 0.2 0.6
H 0.309545 -6.818437 -1.898904 0.2 0.2 0.1
N -5.208891 0.908739 -2.452601 0.5 -0.3 -0.2
C -2.015427 0.414186 -3.958097 -0.6 0.3 -0.1
C -0.660155 0.885289 -4.133525 1.7 0.6 -0.8
S -4.179323 -0.762037 -4.276436 -1.1 -0.2 0.2
C -4.066908 0.542102 -3.112401 1.3 0.3 -0.7
H 0.901674 -2.299636 2.915342 0.2 -0.5 0.3
H 2.767995 -5.897747 -0.199658 0.0 -0.4 0.4
C 1.803450 -7.404825 2.697173 1.2 -0.2 1.0
H 2.173095 6.648479 0.788051 -0.2 1.3 1.5
C -3.446242 -0.842070 4.379611 0.6 0.4 0.2
C -1.483106 0.510375 2.718519 0.0 -1.1 0.8
C 0.804444 -6.626331 0.191078 -0.8 -0.3 0.7
H 2.822283 3.103579 1.860853 0.3 0.6 0.3
H 1.250781 -1.957820 1.231823 0.4 0.0 -0.4
H -2.197080 2.260091 3.632098 -0.2 -0.4 0.3
C -2.308251 1.163250 3.657290 -0.7 1.2 0.3
H 0.989330 -0.636869 2.436509 -0.1 0.1 -0.3
O -4.094938 4.382338 -1.845386 0.0 0.1 -0.6
H 3.995602 4.999893 1.349976 -0.2 0.3 -1.1
H 0.259127 -0.624160 -5.388049 0.0 -0.4 -0.4
H 2.207353 -7.545836 3.709998 -0.3 -0.2 -0.5
H 4.873134 2.743416 0.815523 -0.3 -0.1 -0.6
N -2.857390 1.094032 -3.090775 -1.3 -1.1 0.4
K -1.323373 1.177078 -0.663124 0.0 0.0 0.3
C 4.634908 2.698486 -0.270249 -0.9 -0.6 0.6
O -4.525054 2.658482 -0.374817 -0.9 -2.5 0.6
C 1.809240 2.824067 1.609129 0.1 0.9 0.2
H 2.652986 3.532488 -3.498638 0.9 -0.1 -0.2
O -0.612185 1.119304 1.982972 -0.5 -0.2 0.0
H 4.593975 6.337318 0.315740 -0.3 -0.6 0.3
C 0.295833 0.348369 -4.955068 -0.8 -0.4 0.3
S -0.532440 -1.738030 -1.904773 0.3 -0.5 0.0
C -0.236338 -3.152540 -0.942864 0.3 0.4 -1.0
C 0.921783 4.044064 1.245242 1.1 -0.1 0.2
C -3.282772 0.558678 4.474467 1.3 -1.2 -1.7
S 1.190944 4.901921 -0.306083 -0.1 -0.3 -0.4
S 2.045569 1.431716 0.526637 -0.2 -0.9 -0.2
C 0.976302 2.336249 -3.837318 1.2 1.2 0.6
Cl -4.197755 4.028162 -0.460546 0.9 2.8 -0.5
H 2.614173 6.607250 -0.892428 -0.1 0.0 0.3
H 5.439906 2.151956 -0.751358 0.5 0.5 0.0
H -1.081215 -7.462180 0.964429 0.2 0.2 -0.2
N -0.519064 -3.408595 0.251287 -0.2 -0.1 2.2
H -2.687634 -2.644175 3.465172 0.0 0.1 -0.1
H -4.050371 -1.436989 5.044985 -0.5 0.2 0.1
H -2.151912 -0.947497 -5.669578 -0.4 -0.1 1.4
C -2.557818 -0.592241 -4.690732 1.0 0.4 -1.4
H 1.320151 3.928974 -2.507049 0.2 -0.6 -0.6
H 2.816095 2.332319 -1.440135 0.8 -0.2 -0.1
S 4.627971 4.388876 -0.931553 0.2 -0.2 -0.3
C 0.170574 -6.104449 -1.072968 -0.1 0.7 -0.7
H -0.195025 -8.049989 3.133061 0.6 0.7 -0.6
H 3.739765 0.834965 -1.021246 -0.4 0.8 0.4
C -1.675380 -0.930773 2.735332 1.1 0.6 -1.3
C 0.493173 -7.569755 2.390865 -2.4 -1.6 0.8
H -5.112946 1.578542 -1.684173 0.1 -0.2 -0.1
C 2.547059 6.026044 0.041650 -0.4 -1.0 -2.1
N -0.232658 2.044843 -3.505665 0.0 0.1 0.3
H 3.653551 -6.774673 1.962529 1.2 0.0 0.2
N 1.695758 3.409734 -3.311094 -2.0 -0.3 0.0
H 1.008495 4.807873 2.044827 -0.2 -0.5 -0.2
H -0.916156 -5.995041 -0.996622 0.2 -0.1 0.4
```
Positions in Å, forces in eV/Å.

- Among the records above, which one has the lowest E?
  C28H32ClKN6O5S7

- What is the multiplicity in the third record?
  1

- Number 2 is which compound?
  C18H20FN3O5S2